[1]
# C6H9N3

C6H9N3 as an isolated structure at a distorted geometry (wB97M-V/def2-TZVPD, the OMol25 dataset).

Element x y z (Å)
C: 0.08230 -0.11295 -0.10243
C: 1.27369 0.51646 -0.08909
C: -0.94330 1.58163 0.32935
C: -0.94896 -0.87014 -0.61711
C: -2.35135 -0.03588 -0.65950
C: 2.60245 -0.07782 -0.33339
N: -0.06068 2.39508 0.61041
N: 1.23779 1.86395 0.31325
N: -2.22414 1.17945 0.08902
H: -0.66935 -1.28870 -1.69154
H: -1.06587 -1.82524 -0.06340
H: -2.40712 0.21574 -1.75751
H: -3.20009 -0.81099 -0.23460
H: 2.45302 -0.80678 -1.05884
H: 3.38162 0.50964 -0.66928
H: 2.98971 -0.69252 0.47107
H: 1.96557 2.32897 0.67396
H: -2.88138 1.84430 -0.34895

Computed properties:
E_LUMO ... 0.96 eV

---

[2]
# C6H9N3

An isolated molecule of C6H9N3 at a distorted geometry (wB97M-V/def2-TZVPD, the OMol25 dataset).

Element x y z (Å)
C: -1.75400 -0.52138 1.72777
N: -0.39917 -0.20103 1.20112
C: 0.66552 0.36121 1.95998
C: 1.81572 0.25181 1.10330
C: 1.27489 0.47671 -0.31796
C: -0.12582 -0.19463 -0.11281
N: -0.91745 -0.41757 -1.13652
C: -0.48377 -0.01111 -2.31776
N: -0.23455 0.15073 -3.41724
H: -2.06551 0.47835 2.11747
H: -1.83809 -1.43419 2.42781
H: -2.30321 -0.65682 0.81249
H: 0.35868 1.39121 2.06402
H: 0.74520 -0.19218 2.97731
H: 2.76603 0.84460 1.40295
H: 2.05148 -0.83127 1.06421
H: 1.00964 1.56527 -0.46540
H: 1.77874 -0.06557 -1.18752

Computed properties:
SMILES ... CN1CCC/C1=N\C#N
E_LUMO ... 0.55 eV

---

[3]
# C6H9N3

An isolated molecule of C6H9N3 at a distorted geometry (wB97M-V/def2-TZVPD, the OMol25 dataset).

Element x y z (Å)
C: -0.24822 1.85442 -0.85704
C: -0.30283 1.07086 0.29470
C: 0.11749 -0.17803 -0.12123
C: -0.59051 1.02149 1.76091
C: -0.43035 -0.49736 2.05837
C: 0.87656 -1.14713 -2.30567
N: 0.16847 1.13272 -1.88765
N: 0.39633 -0.11916 -1.42989
N: 0.22839 -1.11237 0.88898
H: -0.49029 2.88930 -0.99570
H: 0.13328 1.60973 2.32871
H: -1.59061 1.37625 2.01422
H: 0.19110 -0.67435 2.93940
H: -1.41071 -0.95547 2.23434
H: 0.10331 -1.89741 -2.49275
H: 1.15001 -0.67464 -3.24695
H: 1.75091 -1.63619 -1.87176
H: -0.05232 -2.06267 0.68902

Computed properties:
Multiplicity ... 3
E_LUMO (spin up / spin down) ... 0.79 / -1.23 eV
⟨S²⟩ ... 2.01

---

[4]
# C6H9N3O

An isolated molecule of C6H9N3O at a distorted geometry (wB97M-V/def2-TZVPD, the OMol25 dataset).

Element x y z (Å)
H: -1.10291 1.27269 -1.20489
N: -0.10942 0.70623 -1.48723
C: -0.15330 -0.17536 -0.59784
O: -1.46862 0.19746 0.16478
C: 0.91491 -0.96157 0.03631
C: 2.39077 -0.66069 -0.07495
C: 1.75779 -0.59763 1.28397
N: 1.78384 -1.76187 2.11156
C: 1.14434 -2.70284 1.49315
C: 1.02838 -4.11128 1.96464
N: 0.60526 -2.33167 0.28916
H: -1.34714 -0.05326 1.08687
H: 2.68808 0.29237 -0.51328
H: 3.03853 -1.50426 -0.31864
H: 1.68237 0.37223 1.77928
H: 1.68351 -4.76341 1.36992
H: 1.32424 -4.17588 3.01686
H: -0.00177 -4.47357 1.84379
H: -0.13858 -2.81832 -0.19231

Computed properties:
SMILES ... [H]/N=C(\O)[C@@]12C[C@@H]1N=C(C)N2
E_LUMO ... 0.58 eV

---

[5]
# C6H9N3O

An isolated molecule of C6H9N3O (wB97M-V/def2-TZVPD, the OMol25 dataset).

Element x y z (Å)
N: 0.55285 2.44895 0.08835
C: 1.38040 1.24463 0.15054
C: 0.55477 0.01336 -0.12076
C: 0.95114 -0.95266 -1.03306
C: 0.16062 -2.07547 -1.22268
C: -1.01103 -2.21083 -0.51238
N: -1.41317 -1.27563 0.36319
O: -2.50674 -1.38177 1.00872
C: -0.63970 -0.16193 0.57692
N: -1.10583 0.68974 1.52068
H: 0.16263 2.55372 -0.84293
H: 1.11586 3.26955 0.28277
H: 2.22779 1.26579 -0.55165
H: 1.78615 1.18704 1.16705
H: 1.87047 -0.83052 -1.58431
H: 0.44749 -2.84449 -1.92056
H: -1.67368 -3.05515 -0.61798
H: -2.05529 0.46538 1.80201
H: -0.80473 1.65030 1.44610

Computed properties:
SMILES ... NCc1ccc[n+]([O-])c1N
E_LUMO (spin up / spin down) ... 0.68 / 0.68 eV

---

[6]
# C6H9N3O

C6H9N3O as an isolated structure at a distorted geometry (wB97M-V/def2-TZVPD, the OMol25 dataset).

Element x y z (Å)
C: 1.49871 -0.84496 1.58616
C: 0.21527 -1.15206 0.84138
C: -1.68752 -0.86375 -0.39663
C: -0.19355 1.14190 -0.06942
C: -0.41117 1.78768 -1.46887
C: 0.99153 1.53170 -0.91992
H: 2.01015 -0.42288 0.84806
H: 2.15561 -1.79413 2.00638
H: 1.16777 -0.17861 2.60404
H: -2.17284 -3.01337 -0.13417
H: -0.20055 1.90192 1.04586
H: -0.90308 2.83039 -1.56611
H: -0.78964 1.01833 -2.22703
H: 1.48302 2.38202 -0.74050
H: 1.60007 0.77714 -1.42254
N: -0.31388 -2.31229 0.92371
N: -1.47197 -2.11070 0.11954
N: -0.45204 -0.23131 0.07361
O: -2.52588 -0.44702 -1.10357

Computed properties:
E_LUMO ... 0.90 eV

---

[7]
# C6H9N3O

An isolated molecule of C6H9N3O at a distorted geometry (wB97M-V/def2-TZVPD, the OMol25 dataset).

Element x y z (Å)
C: 1.31084 1.77314 0.53598
C: 0.69046 0.39673 0.16467
N: -0.67691 0.08478 0.14374
C: -1.51496 0.31157 -0.92434
C: -2.75684 0.10414 -0.54651
N: -2.77784 -0.23943 0.77484
C: -1.50713 -0.28128 1.15880
N: 1.56415 -0.51265 -0.17384
C: 1.16753 -1.89400 -0.38399
O: 2.75532 -0.15638 -0.38105
H: 1.40050 2.39334 -0.31591
H: 0.82838 2.32211 1.25095
H: 2.32318 1.56334 0.82988
H: -1.20051 0.70669 -1.87733
H: -3.70764 0.28211 -1.12327
H: -1.15723 -0.29184 2.18825
H: 0.58411 -2.00910 -1.24212
H: 2.08969 -2.47218 -0.58049
H: 0.58488 -2.08109 0.50177

Computed properties:
SMILES ... C/C(n1ccnc1)=[N+](/C)[O-]
E_LUMO ... 0.76 eV

---

[8]
# C6H9N3O

C6H9N3O as an isolated structure at a distorted geometry (wB97M-V/def2-TZVPD, the OMol25 dataset).

Element x y z (Å)
N: 2.70269 -0.58225 -2.90866
C: 2.39259 -0.82796 -1.51322
C: 1.54551 0.21205 -0.89460
C: 0.89966 1.09214 -0.36208
C: 0.32896 2.17015 0.34146
N: 0.12850 2.56324 1.47094
C: 1.76853 -2.20881 -1.29710
C: 0.86744 -2.81051 -2.30243
N: 2.23083 -3.31405 -2.11612
H: 1.89157 -0.27334 -3.43585
H: 3.42764 0.11848 -3.01087
H: 3.34513 -0.82448 -0.95846
H: 1.61399 -2.45288 -0.24276
H: 0.06705 -3.47635 -1.97612
H: 0.65828 -2.24930 -3.21564
H: 2.82141 -2.94305 -2.86140
O: -1.72896 2.69918 -0.01685
H: -2.01507 1.80205 -0.21937
H: -1.38735 2.89222 1.17274

Computed properties:
E_LUMO ... 0.05 eV

---

[9]
# C6H9N3O

An isolated molecule of C6H9N3O at a distorted geometry (wB97M-V/def2-TZVPD, the OMol25 dataset).

Element x y z (Å)
C: 2.15957 -0.56336 -0.03725
C: 1.93960 0.62103 0.88946
O: 2.83292 1.24325 1.35118
N: 0.63296 1.03244 1.09363
C: -0.55163 0.24698 0.87570
N: -1.35861 -0.26364 1.77191
C: -2.28632 -0.86678 1.06209
C: -2.19433 -0.68253 -0.29241
N: -0.95656 0.07187 -0.40428
C: -0.44969 0.54065 -1.70139
H: 2.05551 -0.20506 -1.22584
H: 1.48945 -1.23180 0.04935
H: 3.04556 -1.03818 0.39922
H: 0.46748 1.36905 2.03392
H: -3.02395 -1.32373 1.30056
H: -2.80971 -0.86295 -1.18126
H: 0.28582 1.21310 -1.50541
H: -0.10907 -0.23974 -2.28667
H: -1.16899 0.93938 -2.19252

Computed properties:
SMILES ... CC(=O)Nc1nccn1C
E_LUMO ... 0.66 eV

---

[10]
# C6H9N3O2

A 2-piece molecular cluster, C6H9N3O2 overall at a distorted geometry (wB97M-V/def2-TZVPD, the OMol25 dataset).

Element x y z (Å)
C: 1.34816 0.43781 0.18037
C: 2.72563 -0.17254 -0.07130
C: 0.30021 -0.62155 0.00424
C: -1.03985 -0.17826 0.04254
C: -2.06102 -0.92582 -0.65128
C: -3.00720 0.75964 0.43921
H: 0.57731 2.54863 0.00422
H: 2.29156 2.08269 -0.61788
H: 1.41016 0.46735 1.41516
H: 0.43267 -1.05395 -1.15688
H: 0.78288 -1.46197 0.53935
H: -2.10115 -1.61651 -1.45063
H: -3.84603 1.24398 1.02425
H: -4.29222 -1.39772 -0.27152
H: 3.77030 -1.50144 0.51642
N: 1.26171 1.73530 -0.52872
N: -1.80278 0.77668 0.82761
N: -3.28392 -0.31363 -0.47083
O: 3.75295 0.41645 -0.45927
O: 2.78063 -1.22511 0.68492

Computed properties:
E_LUMO ... -0.67 eV

---

[11]
# C6H9N3O2

An isolated molecule of C6H9N3O2 at a distorted geometry (wB97M-V/def2-TZVPD, the OMol25 dataset).

Element x y z (Å)
N: 1.45078 1.91297 -0.16775
C: 1.51353 0.65329 0.56284
C: 0.26984 0.44970 1.42655
C: -0.96442 0.16134 0.63293
C: -1.66319 -1.00400 0.56760
N: -2.68343 -0.77730 -0.33574
C: -2.53612 0.50082 -0.77631
N: -1.51279 1.09251 -0.21255
C: 1.74980 -0.54891 -0.35806
O: 1.95435 -0.48951 -1.54763
O: 1.75829 -1.71158 0.32549
H: 2.06982 1.91003 -0.95565
H: 0.51746 1.99701 -0.53377
H: 2.39972 0.67546 1.21879
H: 0.44692 -0.36604 2.12325
H: 0.12938 1.39255 2.03973
H: -1.55331 -1.96151 1.01885
H: -3.39759 -1.43823 -0.64413
H: -3.23123 0.93703 -1.47617
H: 1.91922 -2.40823 -0.33468

Computed properties:
SMILES ... N[C@@H](Cc1c[nH]cn1)C(=O)O
E_LUMO ... 0.63 eV

---

[12]
# C6H9N3O4

C6H9N3O4 as an isolated structure at a distorted geometry (wB97M-V/def2-TZVPD, the OMol25 dataset).

Element x y z (Å)
C: -2.68310 -1.27472 0.18230
C: -1.39908 -0.43237 0.45208
C: 0.75847 -0.30808 0.91348
C: 1.23420 2.05856 0.24137
C: 1.67177 2.58234 -0.92241
C: 1.80998 0.49445 -1.22243
H: -3.67968 -2.26346 1.66531
H: -3.52045 -0.36236 0.63286
H: -2.81077 -1.57659 -0.97454
H: -1.38901 0.51770 -0.15174
H: -1.57278 0.10788 1.47463
H: 1.49336 -0.99037 1.01797
H: 0.57112 -0.07319 1.89958
H: 1.08373 2.52452 1.13152
H: 1.29491 3.62643 -1.33074
N: 1.31996 0.77844 0.11024
N: 1.99653 1.55868 -1.99630
N: 1.98033 -0.88386 -1.46864
O: -2.51268 -2.45459 1.23045
O: -0.15317 -1.08043 0.40080
O: 2.27885 -1.65916 -0.56452
O: 2.22748 -0.88983 -2.72127

Computed properties:
E_LUMO ... -1.07 eV

---

[13]
# C6H9N3O4P

An isolated ion of composition C6H9N3O4P and charge -1 at a distorted geometry (wB97M-V/def2-TZVPD, the OMol25 dataset).

Element x y z (Å)
N: -2.04885 -3.15861 -2.42415
C: -1.68294 -2.08198 -1.66888
C: -0.62505 -1.24101 -2.07441
C: -0.29932 -0.22426 -1.22192
N: -0.95690 -0.04690 -0.07680
C: -0.54797 1.00169 0.80308
P: 1.51133 1.23531 0.58317
O: 1.78020 2.22125 -0.49601
O: 2.17464 -0.09394 0.53234
C: 1.81582 1.96881 2.27844
O: 3.20928 1.95063 2.47034
C: -2.03337 -0.89931 0.29580
O: -2.63323 -0.68175 1.33176
N: -2.35027 -1.89904 -0.55210
H: -1.76041 -3.19795 -3.38632
H: -2.90631 -3.61309 -2.16412
H: -0.09222 -1.39750 -2.99622
H: 0.49165 0.47959 -1.43350
H: -0.81598 0.74051 1.82392
H: -1.01146 1.95212 0.52988
H: 1.46139 2.99894 2.34230
H: 1.31547 1.36776 3.05123
H: 3.52314 1.24935 1.87722

Computed properties:
SMILES ... Nc1ccn(C[P@](=O)([O-])CO)c(=O)n1
E_LUMO ... 3.21 eV
Charge ... -1